# C8H15FN

A cluster of 2 separate species, C8H15FN in total (ωB97M-V with the def2-TZVPD basis set, the Open Molecules 2025 dataset).

Structure (XYZ):
```
25
Properties=species:S:1:pos:R:3:forces:R:3:mulliken_charge:R:1
C -0.59874 -3.28810 0.08472 -1.7 1.4 3.0 -0.85
C -0.46992 -2.00864 0.16039 1.2 -0.3 -0.2 0.28
C -2.49499 -0.07917 -0.33159 0.4 -2.5 0.5 -1.69
C -0.95509 1.23890 1.44994 -1.3 0.8 -5.3 -1.73
C -0.78512 1.32106 -1.08137 0.7 3.1 1.3 -1.44
C 3.49670 -0.44353 -0.53506 0.0 -0.5 -1.6 0.01
C -0.15458 -0.77000 0.15805 -0.7 2.9 0.7 -0.06
C -1.09113 0.43215 0.15764 -1.5 -1.2 -4.0 1.66
N 4.03336 0.21618 0.42977 0.6 0.2 -0.4 -0.16
F 1.14418 -0.29940 0.47025 -0.1 -0.9 0.2 -0.27
H -0.24508 -3.80247 -0.69735 0.7 -2.1 -2.9 0.33
H -3.24515 0.65280 -0.46036 -0.3 1.4 -0.4 0.47
H -2.47517 -0.73980 -1.32301 0.3 1.4 2.3 0.31
H -2.91818 -0.63907 0.49686 -0.2 -0.8 -0.1 0.43
H 0.03393 1.26482 1.62217 3.4 0.8 0.9 0.40
H -1.43233 0.86404 2.22214 -2.5 -2.0 3.7 0.49
H -1.37766 2.17628 1.14159 0.1 0.8 0.6 0.42
H 0.26920 1.64033 -0.87941 -0.7 0.7 -0.6 0.32
H -0.78480 0.93845 -2.08936 -0.3 -0.9 0.0 0.37
H -1.56567 2.24364 -1.12454 2.1 -1.9 0.3 0.35
H 3.65856 -0.09886 -1.66944 -0.2 -0.6 2.9 0.32
H 2.90394 -1.40462 -0.37125 0.8 1.7 0.1 0.24
H -1.16793 -3.72471 0.89506 0.4 -0.7 0.1 0.24
H 4.70104 0.97518 0.28036 -0.5 0.1 -0.6 0.29
H 3.97680 0.06401 1.43880 -0.6 -0.9 -0.4 0.29
```
Positions in Å, forces in eV/Å.

Output
F_max: 5.494 eV/Å
energy: -468.0199 Ha
E_HOMO: -12.4 eV
frontier orbital gap: 7.1015 eV
charge: +1


# C8H15INO6P

A cluster of 2 separate species, C8H15INO6P in total (ωB97M-V with the def2-TZVPD basis set, the Open Molecules 2025 dataset).

Structure (XYZ):
```
32
Properties=species:S:1:pos:R:3:forces:R:3:mulliken_charge:R:1
O 1.13538 4.48371 2.30277 3.2 1.2 1.4 -0.34
C 0.11967 4.10719 1.94421 -2.9 -0.9 -1.9 0.06
I -1.52883 3.68914 3.31460 0.1 -0.1 -0.1 0.03
C -0.22879 3.81530 0.45895 -0.8 -0.4 0.6 -0.67
C -0.05126 2.27948 0.28464 1.5 0.9 0.5 0.06
C 1.35668 1.97310 -0.29789 -0.4 -0.6 -0.4 -0.84
C 1.54600 0.44255 -0.64650 -0.9 0.3 -0.1 -0.89
C 0.34979 -0.36686 -0.07750 1.1 0.7 1.3 0.03
P 0.40252 -2.22417 -0.41405 -1.1 -2.2 -2.7 0.29
O 1.99120 -2.72939 -0.45137 -1.1 1.7 1.7 -0.42
O -0.35666 -2.86414 0.91085 0.9 1.6 0.0 -0.41
C -0.93199 0.17449 -0.73628 0.2 -1.8 0.0 -1.04
N -1.04138 1.67636 -0.64681 0.1 0.4 -0.2 0.12
H -1.28218 4.12429 0.35605 0.4 -0.1 -0.2 0.39
H 0.41928 4.40340 -0.20119 -0.1 -0.2 0.2 0.39
H -0.17661 1.84219 1.28397 -0.2 -0.3 -0.5 0.16
H 1.39977 2.54300 -1.24457 0.3 0.0 0.4 0.39
H 2.13880 2.35390 0.36991 -0.3 -0.1 -0.1 0.34
H 1.49097 0.35420 -1.74447 0.4 -0.2 0.3 0.34
H 2.50816 0.04678 -0.30992 -0.2 0.2 -0.1 0.40
H 0.36484 -0.22266 1.02420 -0.3 0.1 -0.3 0.32
H 2.40061 -2.39710 0.37019 0.5 -0.6 -0.3 0.31
H -0.40371 -2.22872 1.64533 0.0 -0.5 0.1 0.32
H -0.86845 -0.10959 -1.79858 -0.1 0.3 0.3 0.43
H -1.83550 -0.32333 -0.36042 0.2 0.5 0.1 0.35
H -0.81027 2.03278 -1.58008 -0.3 0.1 0.2 0.44
H -1.98001 2.00865 -0.41087 0.0 -0.3 -0.1 0.42
C -1.50759 -5.94897 -0.93474 -0.9 -0.5 -0.4 0.66
O -2.01690 -6.34840 0.14079 -0.1 0.0 0.0 -0.76
O -0.34289 -5.19221 -0.70439 0.4 0.2 0.4 -0.45
O -1.85316 -6.10118 -2.10511 0.1 0.1 -0.1 -0.71
H -0.40745 -5.29382 0.25825 0.6 0.3 0.1 0.26
```
Positions in Å, forces in eV/Å.

Output
F_max: 3.689 eV/Å
energy: -1458.9943 Ha
E_HOMO: -5.9 eV
frontier orbital gap: 4.2409 eV


# C8H15K3N4O9

A structure of composition C8H15K3N4O9 (ωB97M-V with the def2-TZVPD basis set, the Open Molecules 2025 dataset).

Structure (XYZ):
```
39
Properties=species:S:1:pos:R:3:forces:R:3:mulliken_charge:R:1
K 2.86486 -2.85171 3.34819 -0.3 0.2 -0.3 0.99
K -3.25073 1.00663 3.18538 0.5 0.4 -0.5 0.95
K -3.25268 -3.15942 3.29880 0.4 0.0 -0.2 1.02
O -0.38605 -0.32196 0.70642 0.2 -0.5 0.7 -0.08
C -0.45337 -1.02296 1.88868 0.5 0.1 -0.2 0.22
O -1.60010 -1.15458 2.38152 -1.2 -0.1 0.5 -0.80
O 0.62530 -1.44002 2.34056 0.1 -0.3 0.3 -0.51
H 0.58068 -0.33214 0.54324 -0.2 0.3 -0.6 0.18
C 1.03115 -3.88657 -0.84118 -0.7 -0.9 0.5 -0.64
N 2.02003 -4.01564 0.26966 -0.7 1.1 -0.2 1.00
O 3.16598 -3.75986 0.00944 0.4 -0.3 0.3 -0.52
O 1.57511 -4.20834 1.39509 0.3 -0.4 0.0 -0.60
H 1.04399 -2.85257 -1.16165 0.3 -0.1 -0.3 0.07
H 0.05878 -4.13583 -0.42734 0.0 0.1 0.1 0.29
H 1.25968 -4.64247 -1.58629 0.3 0.4 -0.3 0.36
C -0.56220 -0.11421 -2.63227 -0.4 1.1 0.2 0.15
N -1.78087 -0.48193 -3.40370 0.3 -1.7 -0.1 0.92
O -2.05744 0.17626 -4.37094 0.0 0.4 0.1 -0.51
O -2.40272 -1.45940 -3.01185 0.0 0.3 0.1 -0.56
H 0.04422 0.46658 -3.31741 0.1 0.2 0.2 0.34
H -0.00182 -0.89834 -2.14058 -0.4 -0.6 -0.4 -0.23
H -1.00294 0.47882 -1.82986 0.5 0.4 -0.1 -0.07
C 3.86598 1.13273 -1.15706 0.1 -0.5 -0.3 -0.84
N 2.52902 0.90375 -0.53880 0.0 0.1 -1.0 0.87
O 1.83713 1.86651 -0.33481 -0.1 0.0 0.3 -0.47
O 2.17567 -0.25754 -0.35176 0.2 0.0 0.2 -0.54
H 3.73971 1.60026 -2.13079 -0.3 0.4 0.3 0.32
H 4.30654 0.16464 -1.37205 0.1 0.0 0.5 0.33
H 4.42265 1.75462 -0.46622 0.2 0.0 -0.1 0.30
N -1.68085 2.25601 0.60565 -0.3 0.0 -1.1 0.38
C -0.95732 2.82656 1.62663 -1.7 -1.0 0.0 -0.52
C -1.77023 3.84727 2.08413 0.9 0.8 0.9 -0.71
C -2.87793 4.01290 1.22495 -0.3 -0.8 -0.4 -0.51
C -2.78204 3.00102 0.28929 -0.2 -0.3 0.8 -0.45
H -1.57491 1.34090 0.19941 0.9 0.1 0.0 0.22
H -0.07540 2.29967 1.94686 0.2 0.4 0.3 0.37
H -1.57511 4.45889 2.95329 0.2 0.1 -0.2 0.44
H -3.67260 4.73578 1.28196 0.1 0.2 0.0 0.43
H -3.42917 2.66568 -0.50461 0.0 0.2 -0.1 0.42
```
Positions in Å, forces in eV/Å.

Output
F_max: 1.982 eV/Å
energy: -3009.2046 Ha
E_HOMO: -13.2 eV
frontier orbital gap: 7.0269 eV
charge: +2


The highest E_HOMO belongs to which entry? C8H15INO6P